{
  "formula": "C25H37N3O7PbS2",
  "method": "ωB97M-V with the def2-TZVPD basis set",
  "relative_energy_kj_mol": 135.1,
  "charge": 0,
  "species": ["Pb", "N", "C", "S", "N", "N", "C", "C", "C", "C", "C", "C", "C", "O", "H", "H", "H", "H", "H", "H", "H", "C", "O", "C", "C", "O", "C", "H", "H", "H", "H", "H", "H", "H", "H", "H", "H", "C", "C", "C", "O", "H", "H", "H", "H", "H", "H", "H", "C", "C", "C", "C", "C", "C", "C", "S", "C", "O", "H", "H", "H", "H", "H", "H", "H", "H", "H", "H", "C", "C", "O", "O", "H", "H", "H"],
  "coordinates": [[-1.2646, -1.0810, 0.6103], [-0.7002, -2.8446, 4.7293], [-0.6112, -1.9436, 3.6436], [-2.2892, -1.9136, 2.8420], [-0.0654, -0.7509, 4.2216], [-0.2297, 0.4572, 3.8676], [0.5219, 1.4999, 4.1902], [-0.0999, 2.6999, 3.7452], [0.2137, 4.0556, 3.7908], [-0.6798, 4.9485, 3.2289], [-1.8587, 4.5109, 2.6239], [-2.1766, 3.1650, 2.5499], [-1.2727, 2.2918, 3.1122], [-1.3774, 0.9274, 3.1465], [-1.0950, -3.7406, 4.4916], [0.1578, -2.9093, 5.2606], [1.4515, 1.3432, 4.7042], [1.1387, 4.3845, 4.2461], [-0.4568, 6.0071, 3.2531], [-2.5299, 5.2404, 2.1913], [-3.0694, 2.7968, 2.0636], [-3.9231, -3.2107, -0.3280], [-2.7460, -2.6736, -0.9139], [-2.1628, -3.5878, -1.8400], [-0.9816, -2.9822, -2.5523], [0.1177, -2.9244, -1.6645], [1.2136, -2.2592, -2.2683], [-4.6335, -3.4901, -1.1116], [-4.3531, -2.4351, 0.3011], [-3.6937, -4.0907, 0.2805], [-2.9198, -3.8520, -2.5872], [-1.8494, -4.5000, -1.3168], [-1.2353, -1.9727, -2.8916], [-0.7234, -3.6057, -3.4179], [1.6246, -2.8675, -3.0827], [1.9731, -2.1169, -1.5000], [0.8970, -1.2906, -2.6594], [2.0285, -3.6251, 1.5692], [0.7766, -3.6690, 2.4324], [-0.2963, -4.5430, 1.7867], [0.3748, -2.3100, 2.5948], [2.4660, -4.6191, 1.4757], [2.7627, -2.9526, 2.0131], [1.7632, -3.2583, 0.5783], [1.0370, -4.0780, 3.4150], [-0.4837, -4.1951, 0.7677], [-1.2332, -4.4884, 2.3372], [0.0399, -5.5806, 1.7537], [3.9117, 4.0538, -5.3702], [3.1866, 3.3951, -4.2292], [2.1416, 4.0318, -3.5699], [1.4722, 3.4079, -2.5267], [1.8464, 2.1388, -2.1302], [2.8743, 1.4768, -2.7873], [3.5414, 2.1098, -3.8218], [0.9186, 1.3796, -0.7645], [2.3819, 1.3268, 0.3570], [0.0698, 2.4508, -0.2108], [3.6591, 5.1105, -5.4395], [3.6420, 3.5784, -6.3152], [4.9918, 3.9613, -5.2544], [1.8456, 5.0292, -3.8720], [0.6573, 3.8912, -2.0010], [3.1599, 0.4717, -2.4970], [4.3557, 1.6002, -4.3239], [2.5885, 2.3488, 0.6704], [3.2345, 0.8931, -0.1616], [2.1181, 0.7180, 1.2221], [-3.5569, 1.6617, -2.1268], [-2.6265, 0.6958, -1.4232], [-1.6193, 0.2666, -2.0113], [-2.9776, 0.3482, -0.2424], [-3.1896, 1.8737, -3.1274], [-3.6186, 2.5860, -1.5528], [-4.5555, 1.2285, -2.1743]]
}

---

{
  "formula": "C25H37N5O3",
  "method": "ωB97M-V with the def2-TZVPD basis set",
  "relative_energy_kj_mol": 33.4,
  "charge": 0,
  "species": ["C", "C", "C", "C", "N", "C", "H", "C", "N", "C", "O", "C", "N", "C", "C", "C", "N", "C", "C", "O", "C", "C", "C", "H", "H", "H", "C", "O", "N", "C", "C", "H", "C", "C", "H", "H", "H", "H", "H", "H", "H", "C", "H", "H", "C", "H", "H", "H", "H", "H", "H", "H", "H", "H", "C", "C", "H", "H", "H", "H", "H", "H", "H", "H", "H", "H", "H", "H", "H", "H"],
  "coordinates": [[8.3545, 1.6711, -0.6802], [7.2900, 0.9561, 0.1433], [5.8832, 1.4296, -0.2122], [4.8306, 0.6632, 0.6042], [3.4401, 1.0398, 0.4341], [2.9576, 1.1007, -0.9274], [1.9137, 1.4256, -0.8846], [3.0073, -0.2779, -1.5979], [2.3730, -1.2633, -0.7596], [3.0017, -2.3464, -0.2973], [4.1135, -2.7106, -0.6224], [2.1878, -3.1347, 0.7537], [0.7729, -3.1224, 0.5300], [-0.0401, -4.1735, 0.2720], [-1.3112, -3.6747, 0.1130], [-1.1580, -2.2788, 0.2819], [0.1009, -1.9674, 0.5397], [-2.3122, -1.4316, 0.1832], [-3.5468, -2.0320, 0.1681], [-4.5150, -1.1121, 0.0659], [-3.9031, 0.1137, 0.0010], [-2.5323, -0.0342, 0.0728], [-1.4710, 1.0018, 0.0313], [-0.9776, 0.9816, -0.9407], [-1.9055, 1.9845, 0.1849], [-0.7240, 0.7871, 0.7930], [-4.6674, 1.3629, -0.0898], [-4.0984, 2.4497, -0.0704], [-6.0137, 1.3017, -0.1885], [-6.8792, 0.1405, -0.2295], [-8.2706, 0.7183, -0.4916], [-9.0579, 0.0979, -0.0683], [-8.1927, 2.1034, 0.1455], [-6.7763, 2.5397, -0.2052], [-6.3398, 3.2476, 0.5018], [-6.7316, 2.9887, -1.2045], [-8.9447, 2.7890, -0.2383], [-8.3063, 2.0264, 1.2275], [-8.4401, 0.8132, -1.5648], [-6.5684, -0.5541, -1.0131], [-6.8492, -0.3895, 0.7298], [-3.8015, -3.4934, 0.3223], [-4.7313, -3.7743, -0.1747], [-3.9151, -3.7160, 1.3897], [-2.6200, -4.3019, -0.2466], [-2.6677, -5.3305, 0.1139], [-2.6996, -4.3293, -1.3393], [0.3377, -5.1749, 0.2266], [2.5457, -4.1652, 0.7661], [2.4093, -2.6704, 1.7223], [1.4709, -1.0297, -0.3475], [4.0347, -0.6064, -1.7642], [2.4954, -0.2234, -2.5657], [3.5050, 1.8159, -1.5629], [2.9288, 2.0758, 1.3030], [3.3642, 3.5183, 1.0137], [3.1584, 3.7817, -0.0209], [4.4248, 3.6540, 1.2074], [2.8116, 4.1987, 1.6572], [1.8356, 2.0270, 1.2481], [3.2180, 1.8159, 2.3254], [5.0628, 0.7693, 1.6669], [4.9228, -0.4002, 0.3586], [5.8045, 2.5017, -0.0259], [5.7159, 1.2621, -1.2780], [7.3579, -0.1202, -0.0294], [7.4745, 1.1328, 1.2058], [9.3478, 1.3201, -0.4101], [8.2030, 1.4867, -1.7417], [8.3125, 2.7453, -0.5106]]
}

---

no.,M (u),HOMO energy (eV)
1,762.92,-7.3
2,455.60,-7.9